Record 1
The following is a quantum chemistry calculation of a structure of composition C10H20Cl10N3O9V at a distorted geometry, from the Open Molecules 2025 dataset.

The geometry in XYZ format:
```
53
Properties=species:S:1:pos:R:3:forces:R:3:nbo_charge:R:1
V 5.8429 30.3038 -3.2089 -1.643 3.779 0.220 1.7893
N 7.9964 31.6606 -2.4242 3.842 -0.697 -0.395 0.7387
O 7.5443 30.6387 -1.8927 -1.819 -3.616 2.313 -0.4931
O 9.1064 32.0813 -2.1787 -2.443 0.359 -0.274 -0.2661
O 7.2561 31.9421 -3.3735 -1.833 1.698 -3.009 -0.4641
N 4.1740 32.3183 -2.4671 -1.108 0.331 -1.525 0.7637
O 4.7515 31.4820 -1.8166 2.260 -4.364 5.941 -0.5078
O 3.3305 33.0669 -2.1087 -1.061 1.183 1.457 -0.4070
O 4.5305 32.1976 -3.5992 1.296 0.440 -6.443 -0.4137
N 3.2615 28.8214 -4.7870 -4.141 -3.709 -1.387 0.7219
O 2.1434 29.3464 -5.0019 2.267 -0.511 0.419 -0.4156
O 4.1845 29.5215 -4.3388 4.630 3.457 2.593 -0.6433
O 3.4943 27.6105 -4.9453 -0.303 1.645 0.037 -0.4052
Cl 2.9326 32.1720 3.2680 -0.070 -0.389 -0.052 -0.0873
C 4.6238 31.9816 2.6815 -0.021 0.225 0.323 -0.3574
C 4.6625 31.1566 1.3782 -2.262 1.670 1.288 -0.4439
Cl 6.2705 30.8639 0.9184 1.403 -0.404 -0.542 0.0175
H 5.2560 31.6266 3.4954 -0.278 -0.333 -0.090 0.2339
H 4.8828 33.0276 2.5173 0.453 -0.273 -0.365 0.2183
H 4.1469 31.8607 0.7251 0.292 -0.333 -0.799 0.2037
H 4.0356 30.2654 1.4064 0.390 -0.160 0.320 0.2261
Cl 7.4046 34.9914 -4.6056 -0.805 0.310 -0.713 -0.0926
C 6.1446 35.0638 -5.9489 -0.718 0.680 1.010 -0.3449
C 4.7061 35.1985 -5.3634 2.325 -0.966 2.483 -0.4522
Cl 3.5827 34.3608 -6.3170 -1.769 -0.364 -1.762 -0.0059
H 6.2294 34.1059 -6.4621 0.065 0.465 -0.231 0.2278
H 6.3087 35.9711 -6.5304 0.607 -0.512 -0.292 0.2293
H 4.4203 36.1736 -4.9690 -0.060 0.212 -0.839 0.2280
H 4.7049 34.5628 -4.4780 0.288 0.261 0.337 0.2160
Cl 4.2641 36.4774 -1.9797 -0.207 0.084 -0.113 -0.0140
C 3.4906 36.0550 -0.4514 -1.040 -0.779 0.639 -0.4068
C 2.0486 36.6409 -0.3039 1.956 0.237 0.696 -0.3600
Cl 1.3955 36.2222 1.3634 0.080 -0.155 -1.093 0.0346
H 4.1482 36.4043 0.3446 -0.259 0.034 -0.005 0.2350
H 3.4037 34.9699 -0.3950 0.329 -0.026 -0.064 0.2076
H 1.3605 36.2795 -1.0681 0.011 0.303 0.174 0.2263
H 2.2471 37.7126 -0.2891 -1.019 0.076 -0.234 0.2479
Cl -1.7377 35.7181 -3.6641 -0.154 -0.068 0.050 0.0355
C -0.2127 34.9537 -3.2099 0.592 1.496 -0.028 -0.3979
C 1.0126 35.6715 -3.8794 -0.484 -1.786 -0.026 -0.4146
Cl 1.1544 37.4365 -3.6506 -0.304 -0.924 -0.073 -0.0007
H -0.3118 33.8876 -3.4141 0.432 0.137 -0.307 0.2338
H -0.0830 35.0964 -2.1371 -0.288 -0.062 0.299 0.1895
H 1.0239 35.3677 -4.9262 -0.108 0.721 -0.185 0.2469
H 1.8801 35.1546 -3.4693 0.313 0.409 0.228 0.2225
Cl -1.0352 33.7149 0.4266 0.304 -0.276 -0.338 0.3475
C 0.5594 32.9488 0.1660 1.150 -0.374 -0.326 -0.4304
C 0.5340 31.7585 -0.7389 -0.276 -1.077 -0.184 -0.3881
Cl -0.9650 30.7787 -0.4955 0.045 0.686 0.071 0.1568
H 1.0033 32.6825 1.1253 -0.327 0.358 0.086 0.2657
H 1.2191 33.5977 -0.4099 -0.101 0.796 0.618 0.2534
H 1.3508 31.0944 -0.4564 0.054 0.050 -0.001 0.2528
H 0.6678 31.9844 -1.7968 -0.483 0.054 0.093 0.2423
```
Forces are in eV/Å.

Computed properties:
* net charge: +1
* highest occupied orbital energy (alpha / beta): -12.4 / -12.5 eV
* max |F|: 0.14994 Eh/bohr
* spin multiplicity: 4
* total energy: -6779.545822 hartree


Record 2
The following is a quantum chemistry calculation of a structure of composition C10H20ClGaNO3 at a distorted geometry, from the Open Molecules 2025 dataset.

The geometry in XYZ format:
```
36
Properties=species:S:1:pos:R:3:forces:R:3:nbo_charge:R:1
C -4.5994 0.9434 -0.5427 0.165 0.036 -0.302 -0.6097
C -3.0837 1.0726 -0.7204 -0.344 -0.132 0.405 -0.4232
C -2.2818 0.5529 0.4631 0.726 0.022 -0.670 -0.6209
Cl -2.3925 1.7279 1.8349 -0.242 -0.041 0.213 -0.1369
Ga -0.3111 0.3109 -0.0977 -0.225 -0.097 0.063 1.1342
C -0.3456 -1.2343 -1.4668 0.117 0.228 0.257 -0.9254
C 0.7172 -2.3049 -1.3667 -0.317 0.036 -0.788 -0.0772
O 0.8188 -2.9194 -0.0635 -0.171 0.040 0.423 -0.5088
C -0.2410 -3.5949 0.3613 -0.524 -0.302 -0.465 0.6553
O -1.1731 -3.9822 -0.3063 0.509 0.276 0.228 -0.6073
C 0.8167 -0.0182 1.6009 0.645 0.437 -0.034 -0.9755
C 1.7825 1.1041 1.7601 -0.067 0.507 0.655 0.6969
O 1.5656 2.0675 2.5013 0.189 -0.522 -0.540 -0.6698
N 2.9922 1.0955 1.0278 -0.999 0.080 -0.435 -0.4745
C 3.0915 0.1668 -0.0926 0.515 0.229 0.110 -0.4128
C 3.4478 2.4492 0.6895 0.529 -0.436 0.067 -0.4037
H -5.1413 1.5340 -1.2826 -0.077 0.067 -0.043 0.1890
H -4.9066 1.2670 0.4478 -0.032 0.057 0.133 0.2079
H -4.8922 -0.0953 -0.6869 -0.105 -0.130 0.138 0.1910
H -2.7837 0.4889 -1.5925 0.058 0.045 -0.189 0.1995
H -2.8103 2.1100 -0.8985 0.112 0.103 -0.103 0.2058
H -2.7107 -0.3912 0.7955 -0.080 -0.023 0.280 0.1921
H 0.2011 1.6507 -0.8292 0.001 0.018 0.010 -0.3488
H -1.3384 -1.6820 -1.4952 -0.068 -0.138 0.050 0.2149
H -0.2041 -0.7748 -2.4480 0.035 0.120 -0.075 0.2134
H 0.5648 -3.0901 -2.1115 -0.028 -0.250 0.126 0.1686
H 1.6930 -1.8750 -1.5631 0.234 -0.013 0.222 0.1794
H -0.1820 -3.7914 1.4371 0.246 0.018 0.086 0.1102
H 1.3486 -0.9646 1.5881 -0.181 -0.240 -0.090 0.2187
H 0.1482 0.0445 2.4521 -0.129 -0.112 0.115 0.2443
H 2.4879 0.4800 -0.9465 -0.225 -0.070 -0.070 0.1955
H 2.8367 -0.8397 0.2078 -0.179 -0.136 0.052 0.2104
H 4.1311 0.1411 -0.4234 0.084 -0.005 0.005 0.1835
H 4.1864 2.7887 1.4118 -0.068 0.237 0.156 0.1883
H 3.9446 2.4131 -0.2785 0.020 -0.017 -0.105 0.1768
H 2.6227 3.1492 0.6337 -0.125 0.106 0.114 0.2187
```
Forces are in eV/Å.

Computed properties:
* net charge: -1
* highest occupied orbital energy: -4.9 eV
* max |F|: 0.02125 Eh/bohr
* total energy: -3058.529686 hartree


Record 3
The following is a quantum chemistry calculation of a structure of composition C10H20CrN2PS at a distorted geometry, from the Open Molecules 2025 dataset.

The geometry in XYZ format:
```
35
Properties=species:S:1:pos:R:3:forces:R:3:nbo_charge:R:1
C -0.3853 -0.4956 -4.1715 -0.197 1.378 -0.895 -0.4194
C -1.1787 0.7049 -4.3935 0.087 -0.875 1.077 -0.2876
C -0.5483 1.8463 -3.8049 0.737 0.623 -0.334 -0.3297
C 0.8783 1.6327 -3.6582 0.470 0.968 0.104 -0.4023
C 1.3589 0.3128 -3.8240 -1.191 -1.068 -0.516 -0.3659
Cr 0.1227 0.1596 -2.3465 -1.592 0.764 0.603 0.1888
P 1.3164 -1.6060 -1.4926 -0.453 -0.374 -0.802 0.2161
H -0.8772 -1.4931 -4.3690 1.398 0.990 -0.263 0.2252
H -2.1942 0.7962 -4.8999 1.358 -0.495 1.026 0.2276
H -1.0201 2.8795 -3.6371 0.761 -1.855 -0.410 0.2333
H 2.4104 -0.0213 -3.6877 -0.853 0.207 -0.826 0.2116
H 1.5598 2.4357 -3.3405 -0.441 -0.249 -0.386 0.2271
H 2.4350 -1.3932 -0.6229 -0.305 -0.544 -0.168 -0.0090
H 1.8189 -2.5888 -2.4218 -0.039 0.432 0.655 0.0340
H 0.4266 -2.4255 -0.7481 0.792 -0.267 0.275 -0.0049
C -0.6763 -2.1835 2.0399 0.083 -0.178 -0.417 -0.6411
C 0.5982 -1.3452 2.0949 0.403 0.421 0.034 -0.2192
N 0.5621 -0.1081 1.2725 0.685 -0.630 -0.504 -0.6426
C -0.5677 0.5645 0.9997 -0.812 1.049 -1.280 0.3586
S -1.0169 1.1499 -0.5805 0.180 -0.269 1.753 -0.1393
N -1.4275 0.8260 2.0009 -0.275 0.807 0.466 -0.6080
C -1.0444 0.9025 3.4389 -0.737 -0.254 -0.549 -0.2234
C 0.2511 1.6145 3.7628 0.227 0.201 0.112 -0.6291
H -1.5726 -1.5489 2.1759 0.423 -0.640 0.391 0.2286
H -0.5652 -3.0202 2.7621 -0.443 0.653 -0.291 0.2273
H -0.7911 -2.6316 1.0394 0.084 0.124 0.321 0.2190
H 0.8685 -1.0894 3.1343 -0.152 -0.144 -0.304 0.1909
H 1.4416 -1.9041 1.6721 -0.181 -0.050 0.285 0.2144
H 1.2693 -0.0726 0.5182 -1.006 0.056 0.652 0.4221
H -2.2238 1.4158 1.6999 0.831 -0.733 0.289 0.4256
H -1.8733 1.4111 3.9359 0.014 -0.052 -0.141 0.2142
H -1.0413 -0.1199 3.8326 0.100 0.141 0.093 0.1955
H 0.3393 2.5939 3.2653 -0.038 -0.463 -0.020 0.2241
H 0.2365 1.8243 4.8402 0.218 -0.180 -0.183 0.2222
H 1.1102 0.9768 3.5128 -0.137 0.504 0.153 0.2152
```
Forces are in eV/Å.

Computed properties:
* highest occupied orbital energy (alpha / beta): -5.7 / -5.4 eV
* max |F|: 0.03980 Eh/bohr
* spin multiplicity: 4
* total energy: -2286.340294 hartree


Record 4
The following is a quantum chemistry calculation of a cluster of 2 separate species, C10H20F9NO6PS in total at a distorted geometry, from the Open Molecules 2025 dataset.

The geometry in XYZ format:
```
48
Properties=species:S:1:pos:R:3:forces:R:3:nbo_charge:R:1
C 1.5480 -2.3775 0.1363 0.132 0.206 2.172 -0.4431
N 0.9649 -1.6966 -1.1068 1.669 -0.686 0.701 -0.3981
C -0.1088 -2.5702 -1.6923 -1.667 -1.232 -1.451 -0.2365
C -1.2468 -1.7897 -2.4947 0.196 -0.038 0.011 -0.4849
C -1.9238 -0.6104 -1.6219 1.860 -2.235 -0.977 0.6419
F -1.7479 -1.0348 -0.2699 -0.620 1.681 -2.124 -0.3365
F -1.1756 0.5430 -1.9286 -1.758 -1.645 1.331 -0.3140
C -3.4521 -0.5359 -2.0615 -0.511 -1.306 -1.559 0.4677
F -3.4588 -0.5558 -3.4779 0.232 0.057 2.954 -0.3019
F -4.1915 -1.6448 -1.6301 2.271 2.179 -0.996 -0.2801
S -4.3621 1.0116 -1.5393 -4.319 2.158 1.186 2.2818
F -5.2717 0.0924 -0.4604 1.422 1.623 -1.479 -0.4459
F -5.5467 0.7152 -2.6928 2.192 0.360 1.666 -0.4365
F -3.5484 1.9786 -2.6007 -0.762 -1.740 1.783 -0.4286
F -3.3231 1.3123 -0.2885 -0.792 -0.332 -2.019 -0.4516
F -5.2505 2.3338 -1.0710 1.695 -2.044 -0.730 -0.4065
C 2.1108 -1.4293 -2.0775 -0.254 0.409 -1.697 -0.5894
P 2.8068 0.3285 -1.8741 3.912 3.019 2.755 2.2061
O 3.7731 0.4024 -0.6822 -2.685 -1.093 -3.157 -1.0343
O 3.6028 0.7484 -3.3275 -3.507 -0.940 2.331 -0.9010
O 1.6156 1.4938 -1.6238 0.865 -2.418 -0.977 -0.9831
H 2.6652 -2.2184 0.2289 -1.408 0.015 -0.378 0.2656
H 1.0683 -1.8572 1.0397 0.641 -0.930 -1.271 0.2597
H 1.3163 -3.4834 0.1767 0.195 1.401 -0.398 0.2464
H 0.6476 -0.7681 -0.7867 -0.489 -0.497 -0.226 0.4631
H -0.5878 -3.2759 -0.9301 0.892 1.463 -0.694 0.2643
H 0.4019 -3.2572 -2.4545 -0.584 0.982 1.170 0.2482
H -0.7832 -1.3673 -3.4515 -0.966 -0.332 1.335 0.2525
H -2.0651 -2.5356 -2.7924 1.371 0.948 0.454 0.2797
H 1.6858 -1.5687 -3.1218 0.683 0.207 1.177 0.2542
H 2.9850 -2.1396 -1.9153 -1.281 0.920 -0.156 0.2960
H 2.8584 1.0314 -3.9136 0.946 0.028 -0.065 0.4995
H 1.4780 1.6712 -0.6672 0.467 -0.110 -0.421 0.5448
C 3.1599 2.5165 4.1256 -0.214 0.186 -0.172 -0.6393
C 2.6670 1.1049 4.3786 0.819 0.198 0.035 -0.0735
O 1.2416 1.0801 4.5357 -0.492 -0.218 -0.587 -0.4795
C 0.5350 1.1318 3.4017 0.006 0.178 0.827 0.9938
O 0.9877 1.1841 2.2800 -0.118 -0.235 -0.129 -0.6937
O -0.7676 1.1314 3.7218 0.540 -0.109 -0.215 -0.4811
C -1.6283 1.2705 2.5959 -0.465 0.075 -0.270 -0.2584
H 2.7997 3.1937 4.9035 0.117 -0.125 0.057 0.2207
H 4.2506 2.5472 4.1043 -0.071 -0.042 0.034 0.2271
H 2.7868 2.8985 3.1730 0.096 -0.105 0.013 0.2177
H 3.0910 0.7334 5.3132 -0.359 -0.015 0.015 0.2013
H 2.9847 0.4186 3.5887 -0.226 0.118 -0.033 0.1868
H -1.3955 0.5291 1.8289 0.058 0.141 0.046 0.1751
H -1.5499 2.2811 2.1897 0.061 -0.131 -0.084 0.1941
H -2.6531 1.1095 2.9301 0.209 0.003 0.214 0.2095
```
Forces are in eV/Å.

Computed properties:
* net charge: +1
* highest occupied orbital energy: -13.4 eV
* max |F|: 0.11002 Eh/bohr
* total energy: -2537.267439 hartree


Record 5
The following is a quantum chemistry calculation of a structure of composition C10H20HfN6O5 at a distorted geometry, from the Open Molecules 2025 dataset.

The geometry in XYZ format:
```
42
Properties=species:S:1:pos:R:3:forces:R:3:nbo_charge:R:1
Hf 0.8141 -0.3920 0.1877 -0.049 -1.122 0.664 2.5738
O 2.8371 -1.2688 0.3745 0.575 -0.668 0.046 -0.7866
C 3.1075 -1.4897 1.8055 -0.232 -0.371 0.893 -0.1005
C 1.8976 -2.1907 2.4700 -0.154 -0.300 -0.299 -0.2543
N 0.6129 -1.4034 2.3178 0.877 0.156 -1.578 -0.5709
C -0.6341 -2.2350 2.0451 0.440 -0.631 -0.294 -0.3629
C -0.7508 -2.7687 0.5039 -2.971 -1.020 0.552 0.7621
O -1.7946 -3.3268 0.1557 2.890 1.391 1.112 -0.5271
O 0.2719 -2.4801 -0.2714 0.603 2.455 0.610 -0.8390
C 0.4874 -0.1821 3.1791 0.074 0.431 -0.034 -0.3333
C 0.3713 1.1301 2.2624 -2.708 0.187 2.731 0.7116
O -0.6775 1.8015 2.3201 2.333 -1.187 -0.558 -0.5786
O 1.4129 1.3018 1.5171 -0.461 -1.571 -2.004 -0.7681
H 3.1922 -2.0554 -0.0898 -0.438 0.545 -0.036 0.5483
H 3.3047 -0.5056 2.2193 -0.040 0.103 0.038 0.2336
H 4.0202 -2.0980 1.9262 -0.448 0.226 -0.190 0.2469
H 2.1475 -2.3900 3.5281 -0.254 0.135 -0.360 0.2523
H 1.7317 -3.1622 1.9567 0.099 0.533 0.404 0.2436
H -1.5013 -1.5982 2.2290 -0.004 -0.120 0.047 0.2540
H -0.6864 -3.1212 2.7249 0.015 0.717 -0.526 0.2706
H 1.4033 -0.0459 3.7768 -0.265 -0.210 -0.247 0.2472
H -0.3499 -0.2751 3.8694 -0.072 0.112 -0.184 0.2554
C -2.2277 2.9091 -2.7763 -0.157 0.449 -0.851 -0.4441
N -2.0345 2.2286 -1.5112 0.951 -1.326 0.193 -0.3337
C -2.6824 2.7430 -0.2904 -0.335 -0.112 0.495 -0.4507
C -1.2745 1.1220 -1.4299 -1.235 0.928 0.756 0.6860
N -1.1057 0.4934 -0.2613 1.033 0.030 -1.179 -0.9971
N -0.7455 0.6034 -2.6194 0.207 0.677 -0.667 -0.6006
C 0.5271 0.1053 -2.8306 0.497 -0.499 -0.329 0.7053
N 0.8070 -0.3110 -4.0763 -0.513 0.598 0.795 -0.7291
N 1.4098 0.0430 -1.8363 -0.536 0.019 -0.080 -0.9839
H -2.7249 3.8705 -2.5728 0.207 -0.518 -0.288 0.2677
H -2.8521 2.3056 -3.4705 0.157 0.442 0.405 0.2260
H -1.2585 3.1269 -3.2642 -0.418 0.037 0.277 0.2192
H -3.1889 3.6857 -0.5238 0.165 -0.368 0.014 0.2566
H -1.9408 2.9376 0.5059 -0.232 -0.044 -0.402 0.2543
H -3.4364 2.0181 0.0895 0.400 0.434 -0.299 0.2369
H -1.5457 0.9953 0.5068 0.019 0.003 0.033 0.4559
H -1.1028 1.0633 -3.4640 -0.117 -0.446 0.542 0.4421
H 0.0764 -0.2700 -4.7960 0.815 -0.255 0.287 0.4419
H 1.7381 -0.6831 -4.2683 -0.656 0.183 -0.249 0.4435
H 2.3445 -0.2310 -2.1189 -0.064 -0.021 -0.240 0.4257
```
Forces are in eV/Å.

Computed properties:
* net charge: +2
* highest occupied orbital energy: -15.7 eV
* max |F|: 0.07489 Eh/bohr
* total energy: -1145.432003 hartree


Record 6
The following is a quantum chemistry calculation of a structure of composition C10H20InOSn at a distorted geometry, from the Open Molecules 2025 dataset.

The geometry in XYZ format:
```
33
Properties=species:S:1:pos:R:3:forces:R:3:lowdin_charge:R:1
C 2.3636 -2.0214 1.9954 -1.019 0.218 -0.627 0.0441
C 3.1201 -1.4406 1.2320 0.369 1.660 -0.928 -0.2479
C 3.9362 -0.5688 0.2374 -0.224 -1.851 2.044 -0.2604
In 2.7102 -0.2113 -1.6561 1.477 -1.287 -0.881 0.6092
O 1.6277 1.5722 -1.3488 -2.298 -0.251 -0.221 -0.3424
C 0.2483 1.2313 -1.3934 2.623 0.459 0.937 -0.3727
C -0.3787 1.6601 -0.0109 -0.277 -0.408 -0.313 -0.3970
C 0.6812 1.5455 1.1900 -1.284 0.960 -0.047 -0.0027
C -1.7052 0.9010 0.3636 2.054 -0.877 1.588 -0.2889
C -1.6570 -0.6732 0.2761 -2.130 -0.976 -0.403 -0.3406
C -2.7435 -1.2813 1.2919 0.251 0.634 -0.254 -0.0732
C -2.1512 -1.1529 -1.1776 0.040 0.577 0.361 -0.0679
H 1.4337 -2.4472 2.4393 1.741 0.380 -0.354 0.0438
H 4.8157 -1.2145 -0.0634 -0.909 0.965 -0.013 0.0550
H 4.2945 0.3892 0.7020 -0.444 -0.996 -0.364 0.0513
H 3.7107 -0.1881 -3.1443 -0.327 0.339 0.628 -0.0941
H 1.6040 -1.6301 -1.7969 -0.229 0.637 0.288 -0.0484
H -0.1745 1.8444 -2.2847 -0.559 -0.634 0.554 0.1199
H 0.2203 0.1114 -1.5850 -0.958 1.102 0.068 0.0399
H -0.6454 2.7922 -0.0856 0.350 -0.535 0.154 0.0829
H 0.0867 1.7685 2.1333 0.906 -0.509 -0.899 0.1026
H 1.4080 2.3868 1.0510 -0.423 -1.173 0.131 0.1052
H 1.1617 0.5252 1.2165 -0.477 1.129 -0.045 0.0817
H -1.9895 1.2371 1.4142 -0.088 -0.232 -1.334 0.1488
H -2.5579 1.2346 -0.3446 0.026 -3.418 1.740 -0.1962
H -0.6600 -1.1299 0.5238 -0.622 1.031 -0.365 0.1463
H -2.7305 -2.4132 1.2546 -0.122 1.411 -0.012 0.1037
H -2.5794 -0.9387 2.3528 -0.005 -0.443 -1.032 0.0872
H -3.7530 -0.8726 0.9651 1.025 -0.760 0.468 0.0871
H -1.8394 -2.2229 -1.3638 -0.370 1.351 0.013 0.1098
H -1.7697 -0.4574 -1.9883 -0.112 -1.038 0.723 0.0686
H -3.2852 -1.0698 -1.2206 1.264 -0.299 0.148 0.0891
Sn -2.7520 2.6694 -1.1434 0.752 2.834 -1.756 1.5563
```
Forces are in eV/Å.

Computed properties:
* net charge: +1
* highest occupied orbital energy: -10.4 eV
* max |F|: 0.07458 Eh/bohr
* total energy: -872.021228 hartree